1.
Below is a cluster of 13 separate species, C13H52N12O13 in total at a distorted geometry, with properties calculated with the ωB97M-V functional and the def2-TZVPD basis.

Summary:
Charge: 0
LUMO energy in eV: 0.05
HOMO level in hartree: -0.3156

Each line ends with the Mulliken charge.
Positions of all 90 atoms, in Å:
C1 -10.17954 -2.28487 -25.97622  0.25
O1 -10.23129 -2.94640 -27.20824  -0.63
N1 -10.51387 -2.82100 -24.84941  -0.02
N2 -9.67846 -1.08917 -25.81294  -0.56
H1 -10.66754 -3.86498 -24.83761  0.01
H2 -10.31923 -2.41073 -23.98468  0.26
H3 -9.32366 -0.55540 -26.63402  0.30
H4 -9.81726 -0.58970 -24.90421  0.24
C2 -12.34541 1.43367 -26.24627  0.48
O2 -13.50970 1.99863 -26.75734  -0.74
N3 -11.92278 0.24137 -26.55586  0.18
N4 -11.61275 2.11293 -25.43439  -0.44
H5 -12.65008 -0.27079 -27.05440  -0.26
H6 -11.17513 -0.25077 -26.13633  0.37
H7 -11.12663 1.58313 -24.72304  0.20
H8 -12.06557 2.94371 -25.11424  0.29
C3 -16.29294 -3.93539 -23.91334  -0.31
O3 -15.99251 -2.63230 -23.91545  -0.67
N5 -16.11335 -4.73397 -24.94626  0.45
N6 -16.68473 -4.50455 -22.84067  -0.13
H9 -16.11929 -4.20256 -25.85991  -0.68
H10 -16.46787 -5.67718 -25.06853  0.70
H11 -16.64359 -3.93140 -21.97265  0.37
H12 -16.80752 -5.57029 -22.68492  0.24
C4 -10.58379 -5.75487 -23.50015  0.17
O4 -11.54319 -5.83332 -22.50184  -0.71
N7 -10.96702 -5.47270 -24.69244  -0.21
N8 -9.31036 -5.69040 -23.26807  -0.33
H13 -11.95794 -5.58030 -24.86974  -0.23
H14 -10.35363 -5.72297 -25.47851  0.31
H15 -9.02773 -5.73580 -22.25506  0.31
H16 -8.54520 -5.46082 -23.99232  0.23
C5 -13.31316 -2.91588 -21.68656  0.51
O5 -12.17849 -2.85926 -20.94918  -0.79
N9 -13.36546 -3.78908 -22.64889  0.20
N10 -14.45193 -2.36615 -21.55595  -0.13
H17 -12.39344 -4.28083 -22.82910  -0.21
H18 -14.03292 -3.71293 -23.39305  0.38
H19 -14.48308 -1.65902 -20.86272  0.29
H20 -15.02493 -2.13076 -22.37265  0.01
C6 -13.63802 -7.07919 -25.49748  0.52
O6 -13.00492 -8.25904 -25.18336  -0.81
N11 -13.96688 -6.17308 -24.69704  0.17
N12 -14.00395 -6.74498 -26.69277  -0.30
H21 -14.09469 -6.47186 -23.69126  0.27
H22 -14.82518 -5.56391 -24.97080  -0.26
H23 -13.81725 -7.46307 -27.50504  0.27
H24 -14.38000 -5.79524 -26.89838  0.35
C7 -17.49890 -6.30846 -27.12622  -0.37
O7 -16.72668 -7.08807 -26.31558  -0.69
H25 -18.53542 -6.22847 -26.73880  0.26
H26 -17.55516 -6.87166 -28.02132  0.45
H27 -16.92666 -5.39281 -27.38787  -0.09
H28 -15.80969 -7.19695 -26.58610  0.33
C8 -18.14878 -2.97351 -27.30464  -0.90
O8 -16.86903 -2.82607 -26.85339  -0.22
H29 -18.57555 -2.07161 -27.74677  0.34
H30 -18.80905 -3.49527 -26.52370  0.26
H31 -18.14403 -3.74276 -28.05175  0.32
H32 -16.79968 -1.98052 -26.34092  0.15
C9 -14.43084 -0.80174 -28.58866  -0.81
O9 -14.37243 -0.95627 -27.21789  0.16
H33 -13.51730 -1.21926 -28.94572  0.30
H34 -14.63167 0.23227 -28.88663  0.23
H35 -15.19083 -1.45225 -29.00175  0.33
H36 -15.24992 -0.96536 -26.82521  -0.14
C10 -10.14552 -4.65781 -29.72620  -0.33
O10 -10.28182 -4.80784 -31.15957  -0.54
H37 -9.41947 -3.96102 -29.26851  0.30
H38 -9.77680 -5.53769 -29.26173  0.47
H39 -11.17351 -4.49918 -29.29828  -0.10
H40 -9.41446 -5.06476 -31.56370  0.30
C11 -13.01880 -3.80377 -26.80963  0.63
O11 -14.39937 -3.97256 -27.15539  -0.69
H41 -13.12876 -2.97820 -26.06822  -0.06
H42 -12.43334 -3.51658 -27.70463  -0.18
H43 -12.67326 -4.68174 -26.34318  0.33
H44 -14.66201 -3.08523 -27.37982  0.01
C12 -11.13892 -1.67820 -30.53377  -0.61
O12 -10.76950 -1.26095 -29.29908  -0.40
H45 -10.28235 -2.06486 -31.15338  0.22
H46 -11.56875 -0.75500 -30.95897  0.29
H47 -11.93996 -2.51243 -30.59860  0.17
H48 -10.47126 -2.04404 -28.91533  0.25
C13 -14.36852 -0.05745 -24.10241  0.31
O13 -15.31549 0.43289 -23.12321  -0.60
H49 -14.40168 -1.19217 -24.04031  -0.17
H50 -13.34345 0.20206 -23.88889  0.14
H51 -14.75095 0.23698 -25.10243  0.15
H52 -16.14958 0.56083 -23.49289  0.29


2.
Below is a cluster of 13 separate species, C13H52N14O13 in total at a distorted geometry, with properties calculated with the ωB97M-V functional and the def2-TZVPD basis.

Summary:
Charge: 0
LUMO energy in eV: 0.19
HOMO level in hartree: -0.3212

Each line ends with the Mulliken charge.
Positions of all 92 atoms, in Å:
C1 -3.10005 3.55735 -0.96553  -0.15
O1 -4.30399 3.22285 -1.64109  -0.55
H1 -2.28257 3.07505 -1.49968  -0.06
H2 -3.04345 4.64963 -0.99542  0.38
H3 -3.04982 3.27164 0.09018  0.02
H4 -4.90328 3.96286 -1.71530  0.31
C2 0.84263 -5.37637 -0.24180  -0.42
O2 -0.03768 -4.86512 0.74736  -0.56
H5 0.90765 -6.46365 -0.15729  0.32
H6 0.48049 -5.10938 -1.23537  0.22
H7 1.87410 -5.06791 -0.04761  0.08
H8 0.19640 -3.93167 0.87799  0.29
C3 0.90769 -2.20578 -2.93618  -0.24
O3 -0.45872 -2.07727 -3.33212  -0.50
H9 1.45691 -1.27779 -2.75387  0.01
H10 0.90338 -2.75767 -2.00000  -0.06
H11 1.50078 -2.72253 -3.69534  0.48
H12 -0.48759 -1.35533 -3.97013  0.32
C4 -0.37407 -0.35796 -0.26845  -0.52
O4 -1.24466 -0.03709 0.82643  0.05
H13 -0.54941 0.37202 -1.06119  0.57
H14 0.68043 -0.31002 0.01447  -0.17
H15 -0.52888 -1.41051 -0.49510  0.54
H16 -1.12799 0.89845 1.04219  -0.20
C5 0.38900 2.41781 -4.20269  -0.08
O5 0.06772 1.90366 -5.48409  -0.54
H17 0.52521 1.50096 -3.61844  -0.15
H18 1.34606 2.93407 -4.13189  0.24
H19 -0.39943 2.96501 -3.68172  0.24
H20 0.04467 2.61131 -6.13455  0.28
C6 -3.20198 -2.68554 1.89745  -0.17
O6 -4.46539 -3.15585 1.42481  -0.63
H21 -2.53378 -2.76513 1.03592  0.02
H22 -3.33815 -1.65196 2.22730  0.20
H23 -2.85519 -3.30097 2.72475  0.26
H24 -4.67853 -2.69516 0.59523  0.29
C7 3.29128 1.39991 -2.03759  0.43
O7 2.67388 1.03486 -1.00950  -0.92
N1 3.86490 0.46332 -2.84013  -0.24
N2 3.36713 2.67833 -2.43141  -0.28
H25 3.93314 -0.47884 -2.46347  0.03
H26 4.11280 0.65286 -3.79142  0.17
H27 3.76760 2.95421 -3.30700  0.21
H28 3.08273 3.40187 -1.78473  0.14
C8 3.94588 -2.50937 -0.71854  0.69
O8 4.61303 -2.22926 -1.72142  -0.79
N3 2.97186 -1.66688 -0.26730  0.42
N4 4.19072 -3.54353 0.11579  -0.33
H29 2.43623 -1.83349 0.57941  0.10
H30 2.96386 -0.69747 -0.56055  -0.15
H31 3.79843 -3.67254 1.02714  0.11
H32 4.96570 -4.16883 -0.03301  0.23
C9 0.71119 4.08492 -0.36774  0.32
O9 1.40401 4.58699 -1.25830  -0.76
N5 -0.05595 4.85667 0.46054  -0.27
N6 0.60393 2.75176 -0.09133  1.39
H33 -0.04442 5.85371 0.35648  0.21
H34 -0.63509 4.41855 1.15834  0.12
H35 0.36452 2.57296 0.87114  -0.32
H36 1.23605 2.14679 -0.63133  -0.46
C10 -1.69165 2.28516 3.40070  0.50
O10 -1.06637 2.53438 2.35286  -0.44
N7 -2.93045 2.74630 3.67968  -0.44
N8 -1.17955 1.40129 4.30122  -0.27
H37 -3.40799 3.30223 2.99510  0.23
H38 -3.29498 2.58961 4.59772  0.16
H39 -0.28170 1.03501 4.01605  -0.05
H40 -1.52130 1.28829 5.23478  0.17
C11 2.15635 1.75362 3.31709  0.52
O11 1.96613 1.06806 4.31936  -0.66
N9 2.31681 3.12992 3.39990  -0.40
N10 2.09182 1.30084 2.04628  0.12
H41 2.55216 3.58062 2.53705  0.18
H42 1.93377 3.68276 4.13970  0.22
H43 1.75670 0.36236 1.90116  -0.18
H44 2.25631 1.96227 1.31803  0.15
C12 0.91450 -2.47639 2.84673  0.59
O12 1.11577 -2.41579 1.62486  -0.47
N11 1.44842 -3.42509 3.64779  -0.42
N12 0.18048 -1.53081 3.48053  -0.13
H45 1.52198 -3.29401 4.63770  0.16
H46 2.01389 -4.12655 3.20470  0.24
H47 0.10220 -1.53416 4.47803  0.15
H48 -0.29057 -0.81727 2.94780  -0.05
C13 -4.63623 -1.59647 -1.67189  0.66
O13 -5.21268 -1.35951 -0.59441  -0.80
N13 -5.33261 -1.96407 -2.78070  -0.43
N14 -3.33836 -1.31512 -1.85283  -0.13
H49 -6.25235 -2.31816 -2.57768  0.26
H50 -4.93292 -2.17546 -3.67354  0.17
H51 -2.81759 -1.00052 -1.05003  0.12
H52 -2.86192 -1.49283 -2.71703  0.11


3.
Below is a cluster of 13 separate species, C13H52N16O13 in total at a distorted geometry, with properties calculated with the ωB97M-V functional and the def2-TZVPD basis.

Summary:
Charge: 0
LUMO energy in eV: -0.78
HOMO level in hartree: -0.3065

Each line ends with the Mulliken charge.
Positions of all 94 atoms, in Å:
C1 -2.59100 -17.62000 5.64800  0.51
O1 -2.01600 -18.70900 5.01800  -0.81
N1 -3.87900 -17.62900 5.68800  0.03
N2 -1.96400 -16.71700 6.36300  0.07
H1 -4.17700 -18.49200 5.31400  0.19
H2 -4.34200 -17.09900 6.45900  -0.47
H3 -0.89700 -16.81000 6.46400  0.34
H4 -2.34600 -15.85200 6.74200  -0.17
C2 -8.29800 -13.87100 1.96600  0.53
O2 -9.04800 -12.90100 2.63700  -0.71
N3 -7.12800 -14.26700 2.35400  0.39
N4 -8.56100 -14.34000 0.78200  -0.48
H5 -6.69400 -13.86300 3.24100  -0.48
H6 -6.59100 -15.02700 1.85300  0.25
H7 -9.44900 -13.95600 0.34400  0.30
H8 -8.51000 -15.32300 0.55500  0.20
C3 -1.76000 -13.99100 8.16700  0.66
O3 -1.04900 -14.19400 9.37300  -0.78
N5 -2.94700 -14.44400 7.91900  0.19
N6 -1.25300 -13.37400 7.16100  -0.15
H9 -3.46200 -14.89500 8.65500  -0.05
H10 -3.59700 -14.43800 7.04100  0.35
H11 -0.23300 -13.47600 7.18200  0.29
H12 -1.67400 -13.36600 6.15600  0.19
C4 -7.50500 -13.03400 9.73200  0.57
O4 -8.59800 -13.79100 10.09200  -0.64
N7 -7.24000 -11.91000 10.26300  -0.36
N8 -6.66800 -13.43000 8.79800  -0.08
H13 -7.75100 -11.79200 11.13600  0.33
H14 -6.33700 -11.39300 10.12100  0.22
H15 -6.70200 -14.43700 8.81900  0.05
H16 -5.88200 -12.91800 8.39600  0.04
C5 -9.03400 -13.88800 5.90000  0.50
O5 -9.85800 -14.86200 5.26700  -0.76
N9 -8.58700 -14.08500 7.05000  0.55
N10 -8.84700 -12.65100 5.50300  -0.21
H17 -8.63200 -15.08000 7.31600  -0.63
H18 -7.96100 -13.51800 7.66600  0.22
H19 -9.26200 -12.42400 4.58200  0.35
H20 -8.21300 -11.90200 5.81400  0.16
C6 -5.46400 -17.15800 2.65100  0.31
O6 -5.59700 -18.46000 3.11300  -0.66
N11 -4.59400 -16.34600 3.16100  -0.05
N12 -6.01800 -16.70100 1.57000  -0.46
H21 -4.20000 -16.62300 4.09600  -0.08
H22 -4.72400 -15.40700 3.02200  0.11
H23 -6.70400 -17.32200 1.09200  0.31
H24 -5.53000 -16.37100 0.77100  0.26
C7 -5.18100 -16.52700 9.10400  0.44
O7 -5.27900 -17.48300 8.14300  -0.82
N13 -4.03500 -16.27200 9.64000  -0.41
N14 -6.06500 -15.94200 9.81300  -0.30
H25 -3.38800 -17.09200 9.46000  0.33
H26 -3.95300 -15.69800 10.50600  0.21
H27 -7.09900 -16.27500 9.66800  0.22
H28 -5.81500 -15.17500 10.49700  0.24
C8 -9.33600 -16.90400 9.25100  0.30
O8 -10.50400 -16.52600 9.89900  -0.76
N15 -9.20600 -16.60400 7.98000  -0.24
N16 -8.32500 -17.44200 9.86400  -0.39
H29 -10.14700 -16.29500 7.59600  0.23
H30 -8.60100 -16.97700 7.21300  0.25
H31 -8.30500 -17.65100 10.84500  0.22
H32 -7.79300 -18.08300 9.27700  0.31
C9 -1.72800 -14.19600 3.98300  -0.62
O9 -2.18300 -13.05300 4.59900  -0.65
H33 -1.01100 -13.96600 3.18100  0.44
H34 -2.53300 -14.64100 3.36700  0.08
H35 -1.25600 -14.82200 4.72100  0.24
H36 -2.14400 -12.48600 3.86100  0.32
C10 -8.37500 -17.60700 4.70100  -0.37
O10 -7.46400 -17.41900 5.75800  -0.99
H37 -8.25200 -16.76800 4.03600  -0.12
H38 -9.41100 -17.60500 5.06400  0.37
H39 -8.28400 -18.50800 4.09000  0.34
H40 -6.60200 -17.70800 5.40400  0.32
C11 -3.64200 -11.24200 6.90400  -0.57
O11 -4.08700 -11.97500 7.97200  -0.61
H41 -4.41100 -10.53500 6.63700  0.39
H42 -3.43500 -11.81300 5.98600  -0.20
H43 -2.80600 -10.68900 7.26500  0.41
H44 -3.45600 -12.71400 7.98100  0.29
C12 -5.78000 -14.71700 5.93400  -0.67
O12 -4.46200 -14.71600 5.79600  2.20
H45 -6.11700 -15.41700 6.63300  0.57
H46 -6.30300 -14.92500 5.04800  -0.04
H47 -6.15900 -13.71700 6.06600  -0.25
H48 -4.31900 -14.01300 5.13500  -1.01
C13 -5.46100 -11.50500 4.13000  -0.65
O13 -5.13500 -12.76800 3.61600  -0.49
H49 -4.63100 -10.78400 4.13600  0.24
H50 -5.78400 -11.82700 5.07100  -0.07
H51 -6.32200 -11.12500 3.59400  0.46
H52 -5.14400 -12.59400 2.65700  0.38


Calculated total energy for every record listed, in sequence, given in hartree: -2161.52130; -2271.44610; -2380.52825.
ΔE to the lowest compared entry with this formula, charge and spin for every record listed, in sequence, given in eV: 8.714; 2.935; 13.987.